The following is a DFT calculation (ωB97M-V/def2-TZVPD) of C9H11NOS as an isolated structure.

```
! wB97M-V def2-TZVPD RIJCOSX def2/J DEFGRID3
* xyz 0 1
C 2.590 0.152 2.130
C 2.283 1.250 1.343
C 1.679 -0.886 2.250
C 1.069 1.319 0.688
C 0.463 -0.827 1.597
C 0.139 0.285 0.816
C -1.150 0.412 0.197
C -1.922 0.253 -2.346
C -0.375 -1.424 -1.625
N -1.544 -0.656 -1.302
O -3.565 1.321 -0.026
S -2.341 1.363 0.772
H 3.534 0.107 2.652
H 2.991 2.060 1.244
H 1.913 -1.740 2.868
H 0.822 2.176 0.079
H -0.258 -1.622 1.709
H -1.121 0.950 -2.630
H -2.171 -0.347 -3.226
H -2.805 0.811 -2.042
H 0.115 -1.789 -0.722
H -0.709 -2.296 -2.198
H 0.364 -0.872 -2.228
*
```

Calculated values
Gap between HOMO and LUMO   8.793 eV
LUMO energy   0.00 eV

=====

The following is a DFT calculation (ωB97M-V/def2-TZVPD) of a 2-piece molecular cluster, C9H11O2 overall.

```
! wB97M-V def2-TZVPD RIJCOSX def2/J DEFGRID3
* xyz -1 1
C -1.138 1.077 0.144
C -0.909 -0.718 -1.543
C -0.558 0.620 -1.151
C -0.097 -1.382 -2.418
C 0.792 -0.692 -3.249
C 0.552 1.244 -1.710
C 1.193 0.553 -2.731
H -1.697 -1.177 -1.064
H -0.294 -2.488 -2.597
H -1.035 2.217 0.334
H -0.697 0.579 1.049
H 1.494 -0.991 -4.103
H 1.023 2.050 -1.316
H 1.904 1.133 -3.398
H -2.191 0.956 0.127
C -0.169 -0.914 3.027
C 0.860 0.077 3.768
O 0.917 -0.028 4.977
O 1.423 0.935 3.024
H -0.513 -0.533 2.059
H -1.062 -0.655 3.654
H 0.202 -1.865 3.117
*
```

Calculated values
Gap between HOMO and LUMO   6.927 eV
LUMO energy   3.17 eV

=====

The following is a DFT calculation (ωB97M-V/def2-TZVPD) of a 2-piece molecular cluster, C9H11O2 overall.

```
! wB97M-V def2-TZVPD RIJCOSX def2/J DEFGRID3
* xyz -1 1
C -1.233 2.762 0.998
C 0.152 2.699 0.270
O 1.167 2.529 0.985
O 0.094 2.911 -0.959
H -1.661 3.744 0.800
H -1.118 2.506 2.050
H -1.851 2.014 0.510
C 1.041 -0.799 1.724
C 1.251 -0.770 -0.767
C 0.594 -1.230 0.370
C 0.787 -1.030 -2.053
C -0.633 -1.845 0.153
C -0.433 -1.648 -2.252
C -1.134 -2.066 -1.124
H 2.193 -0.244 -0.748
H 1.383 -0.661 -2.879
H 0.887 -1.587 2.468
H 0.419 0.000 2.148
H -1.249 -2.128 1.004
H -0.816 -1.848 -3.244
H -1.925 -2.802 -1.248
H 2.083 -0.506 1.793
*
```

Calculated values
Gap between HOMO and LUMO   7.426 eV
LUMO energy   3.56 eV

=====

The following is a DFT calculation (ωB97M-V/def2-TZVPD) of a 2-piece molecular cluster, C9H11O2 overall.

```
! wB97M-V def2-TZVPD RIJCOSX def2/J DEFGRID3
* xyz -1 1
C -0.103 -2.124 -0.608
C -0.459 0.364 -0.475
C -0.963 -0.880 -0.890
C -1.237 1.472 -0.724
C -2.410 1.334 -1.455
C -2.153 -1.034 -1.601
C -2.929 0.122 -1.848
H 0.393 0.287 0.228
H -0.887 2.449 -0.415
H -0.543 -3.100 -0.802
H 0.281 -2.001 0.415
H -3.023 2.235 -1.567
H -2.516 -1.996 -1.938
H -3.922 -0.072 -2.243
H 0.606 -2.019 -1.446
C 3.402 1.010 1.943
C 2.068 0.333 2.524
O 1.620 0.876 3.543
O 1.734 -0.709 1.912
H 4.012 0.277 1.414
H 4.020 1.401 2.748
H 3.006 1.775 1.285
*
```

Calculated values
Gap between HOMO and LUMO   7.428 eV
LUMO energy   3.37 eV

=====

The following is a DFT calculation (ωB97M-V/def2-TZVPD) of C9H11O3 as an isolated structure.

```
! wB97M-V def2-TZVPD RIJCOSX def2/J DEFGRID3
* xyz -1 1
C -2.107 0.447 -3.020
C -2.956 -0.774 -2.716
O -2.733 -1.361 -1.556
O -3.761 -1.253 -3.502
H -1.037 0.240 -2.928
H -2.343 1.299 -2.392
H -2.211 0.595 -4.102
C 2.086 1.176 3.167
C 0.327 -0.865 -0.139
C 0.051 0.502 0.080
C 1.374 -1.509 0.569
C 0.715 1.213 1.058
C 2.004 -0.763 1.572
C 1.641 0.552 1.883
O -0.440 -1.629 -0.887
H -1.553 -1.243 -1.152
H -0.708 0.977 -0.550
H 1.627 -2.543 0.506
H 0.481 2.229 1.390
H 2.734 -1.298 2.179
H 2.957 1.829 3.055
H 2.526 0.425 3.815
H 1.325 1.754 3.669
*
```

Calculated values
Gap between HOMO and LUMO   7.429 eV
LUMO energy   3.31 eV

=====

The following is a DFT calculation (ωB97M-V/def2-TZVPD) of a 2-piece molecular cluster, C9H11O3 overall.

```
! wB97M-V def2-TZVPD RIJCOSX def2/J DEFGRID3
* xyz -2 2
C 0.266 -2.181 0.349
C 1.220 -3.211 1.048
O 2.437 -3.132 0.789
O 0.616 -3.930 1.892
H -0.139 -2.495 -0.622
H 0.763 -1.222 0.239
H -0.668 -2.086 0.895
C 0.619 2.107 -2.407
C -1.158 0.952 -1.114
C -0.010 1.704 -1.093
C -1.708 0.310 0.049
C -1.011 0.436 1.279
C 0.627 1.923 0.155
C 0.156 1.144 1.265
O -1.530 -0.143 2.423
H -1.673 0.736 -2.048
H -2.453 -0.435 -0.187
H 0.793 3.187 -2.487
H 0.049 1.636 -3.207
H 1.369 2.694 0.329
H -0.995 -0.876 2.761
H 0.802 1.209 2.140
H 1.629 1.673 -2.448
*
```

Calculated values
Gap between HOMO and LUMO (alpha / beta)   2.981 / 6.751 eV
LUMO energy (alpha / beta)   6.16 / 6.01 eV

=====

The following is a DFT calculation (ωB97M-V/def2-TZVPD) of one molecule with the formula C9H11OP.

```
! wB97M-V def2-TZVPD RIJCOSX def2/J DEFGRID3
* xyz 0 1
C 1.028 -2.254 0.766
C 0.761 -0.799 0.856
C 0.846 -0.070 2.101
C 0.512 1.263 2.139
C -0.183 1.815 1.126
C -0.271 1.156 -0.114
C -1.004 1.832 -1.205
C 0.309 -0.069 -0.281
C 0.396 -0.695 -1.676
P -0.550 -1.404 -2.768
O -2.180 -1.121 -2.482
H 1.406 -2.357 -0.244
H 1.720 -2.633 1.387
H 0.152 -2.923 0.833
H 1.344 -0.618 2.890
H 0.553 1.882 3.082
H -0.497 2.896 1.220
H -1.419 2.608 -0.527
H -0.316 2.158 -1.958
H -1.807 1.169 -1.691
H 1.492 -0.933 -1.887
H -2.290 -0.903 -1.568
*
```

Calculated values
Gap between HOMO and LUMO   9.419 eV
Structure (SMILES)   Cc1cccc(C)c1/C=P\O
LUMO energy   0.60 eV

=====

The following is a DFT calculation (ωB97M-V/def2-TZVPD) of one molecule with the formula C9H11OP.

```
! wB97M-V def2-TZVPD RIJCOSX def2/J DEFGRID3
* xyz 0 1
C 3.831 -0.783 0.054
C 3.798 0.546 0.448
C 2.678 -1.527 -0.253
C 2.602 1.179 0.505
C 1.489 -0.877 -0.286
C 1.415 0.476 0.111
C -3.088 0.437 -0.206
C -1.666 0.283 0.200
C -4.395 -0.620 0.004
O -0.089 2.772 -0.197
P -0.129 1.313 -0.075
H 4.780 -1.301 -0.089
H 4.677 1.102 0.835
H 2.865 -2.498 -0.586
H 2.557 2.231 0.946
H 0.475 -1.361 -0.445
H -3.017 0.458 -1.328
H -3.578 1.507 -0.011
H -1.281 -0.670 0.092
H -3.842 -1.441 0.487
H -5.178 -0.260 0.712
H -4.905 -0.966 -0.916
*
```

Calculated values
Gap between HOMO and LUMO (alpha / beta)   7.430 / 7.429 eV
LUMO energy (alpha / beta)   -0.33 / -0.33 eV

=====

The following is a DFT calculation (ωB97M-V/def2-TZVPD) of an isolated ion of composition C9H12ClN2 and charge +1.

```
! wB97M-V def2-TZVPD RIJCOSX def2/J DEFGRID3
* xyz 1 1
C 1.480 -0.929 -1.250
C 1.195 -0.336 0.191
C 2.358 0.549 0.599
C -0.082 0.387 0.196
Cl -0.399 1.443 -1.112
C -0.899 0.277 1.233
C -2.086 1.134 1.209
C -2.859 1.268 0.100
C -2.747 0.449 -1.079
C -2.241 -0.880 -1.125
N -2.086 -1.727 -0.182
N -2.028 -2.612 0.508
H 1.482 -0.099 -1.826
H 0.755 -1.708 -1.665
H 2.567 -1.351 -1.245
H 1.071 -1.215 0.811
H 2.017 1.284 1.355
H 2.865 1.217 -0.114
H 3.204 -0.068 1.098
H -0.659 -0.382 2.037
H -2.096 1.805 2.060
H -3.642 2.160 -0.075
H -3.080 0.959 -2.014
H -2.214 -1.426 -2.027
*
```

Calculated values
Gap between HOMO and LUMO   7.166 eV
Structure (SMILES)   CC(C)/C(Cl)=C/C=C\C=C/[N+]#N
LUMO energy   -6.10 eV

=====

The following is a DFT calculation (ωB97M-V/def2-TZVPD) of one molecule with the formula C9H12ClNO3S2.

```
! wB97M-V def2-TZVPD RIJCOSX def2/J DEFGRID3
* xyz 0 1
N -4.815 1.214 -1.883
S -3.852 2.241 -1.108
O -4.563 2.453 0.141
O -3.888 3.400 -2.030
C -2.261 1.404 -1.018
C -2.080 0.329 -0.126
C -0.825 -0.287 -0.077
C 0.245 0.147 -0.911
S 1.807 -0.653 -0.902
C 2.075 -1.008 0.894
C 3.565 -1.263 1.147
C 3.774 -2.019 2.457
O 3.300 -3.348 2.394
C -0.007 1.218 -1.787
Cl 1.307 1.711 -2.834
C -1.234 1.836 -1.846
H -4.732 1.428 -2.902
H -5.735 1.359 -1.539
H -2.878 -0.056 0.501
H -0.659 -1.152 0.582
H 1.763 -0.190 1.529
H 1.531 -1.910 1.116
H 3.980 -1.904 0.368
H 4.142 -0.342 1.176
H 3.246 -1.432 3.240
H 4.843 -2.018 2.741
H 3.288 -3.811 3.255
H -1.335 2.652 -2.577
*
```

Calculated values
Gap between HOMO and LUMO   8.807 eV
Structure (SMILES)   NS(=O)(=O)c1ccc(SCCCO)c(Cl)c1
LUMO energy   -0.04 eV

=====

Respective ΔE to the lowest compared entry with this formula, charge and spin values: 3.344; 2.012; 0.472; 0.620; 0.604; 1.014; 0.527; 2.222; 2.970; 0.000 eV.